# 1
C8H13ClCrNOPS5 | ωB97M-V with the def2-TZVPD basis set

Values from the calculation:
* spin multiplicity: 4
* E_LUMO (alpha / beta): 2.75 / 2.74 eV
* expectation value of S²: 3.906
* F_max: 3.3 eV/A
* total charge: -1

Each line ends with the Mulliken charge.
Positions of all 31 atoms, in Å:
C  3.881  2.633  0.513  -0.72
S  -1.997  2.294  0.830  -0.13
Cl  5.822  -0.560  -0.818  -0.25
Cr  0.196  0.187  -0.299  0.33
S  -0.898  3.626  -0.350  -0.17
C  -4.103  -0.828  -0.850  -1.12
H  3.915  3.661  0.986  0.30
C  -2.047  -2.966  -0.807  -1.26
N  2.247  0.813  -0.009  0.22
H  -2.872  -3.619  -0.907  0.43
H  1.727  2.686  0.524  0.28
H  5.972  2.008  0.528  0.34
H  -4.105  0.217  -0.764  0.32
H  3.105  -1.048  -0.366  0.35
C  4.575  0.511  -0.227  0.44
H  -1.528  -1.695  1.769  0.26
S  0.628  -1.707  0.693  -0.85
C  4.947  1.798  0.202  -0.24
S  0.096  2.476  -1.703  -0.47
C  -2.565  -1.409  1.421  -1.04
C  3.306  0.003  -0.348  -0.39
H  -1.467  -3.325  -0.007  0.37
O  -1.572  -0.420  -1.119  -0.62
C  2.573  2.083  0.298  0.02
H  -4.239  -0.794  -1.987  0.32
H  -3.275  -2.126  1.809  0.45
H  -5.039  -1.197  -0.250  0.29
S  -0.529  1.228  1.671  -0.27
H  -2.732  -0.327  1.724  0.18
P  -2.488  -1.366  -0.383  1.36
H  -1.535  -2.838  -1.777  0.27

***

# 2
C6H9N2O2 | ωB97M-V with the def2-TZVPD basis set

Values from the calculation:
* spin multiplicity: 1
* E_LUMO: 3.53 eV
* F_max: 1.2 eV/A
* total charge: -1

Each line ends with the Mulliken charge.
Positions of all 19 atoms, in Å:
O  -1.621  -1.713  -1.515  -0.83
O  -3.043  -1.605  -3.256  -0.74
C  1.498  0.304  1.713  0.46
H  -2.469  0.845  -1.447  0.18
H  1.205  1.533  3.428  0.29
H  -1.070  0.694  -2.483  0.25
C  -2.286  -1.086  -2.402  0.62
H  2.656  1.950  2.482  0.22
H  -0.493  -0.906  -0.487  0.31
C  -2.131  0.433  -2.402  -0.85
C  0.258  0.285  1.147  -0.49
H  -2.651  0.932  -3.218  0.29
N  0.312  -0.624  0.129  0.13
H  -0.601  0.872  1.419  0.37
H  2.659  0.512  3.478  0.28
C  2.028  1.130  2.838  -1.05
H  1.868  -1.863  -0.592  0.44
N  2.323  -0.580  1.053  -0.73
C  1.558  -1.112  0.113  -0.16

***

# 3
C35H30BrCoN4OPS2Se2Si | ωB97M-V with the def2-TZVPD basis set

Values from the calculation:
* spin multiplicity: 4
* E_LUMO (alpha / beta): 3.90 / 2.79 eV
* expectation value of S²: 3.855
* F_max: 0.8 eV/A
* total charge: -2

Each line ends with the Mulliken charge.
Positions of all 78 atoms, in Å:
C  -3.403  -5.528  -1.558  -0.11
H  0.131  0.402  5.576  0.34
C  3.157  -2.101  -2.683  0.08
H  -2.218  -3.797  -3.148  0.48
C  -1.669  -3.518  4.133  -0.64
C  0.735  -3.527  4.186  -0.60
H  -3.068  0.565  -4.420  0.27
C  0.503  2.344  -4.936  -1.08
C  -2.022  2.978  6.035  -0.36
H  0.190  2.649  -5.939  0.45
N  -2.541  -6.403  1.849  -0.66
Br  -0.072  6.981  -0.002  -0.29
H  -1.105  4.059  -2.823  0.18
Se  -1.928  0.011  1.166  -0.47
H  1.687  -1.687  3.585  0.26
H  2.073  5.929  -1.731  0.38
H  -2.345  3.678  6.797  0.34
H  1.217  1.522  -5.037  0.21
C  3.676  -0.001  -1.819  0.19
N  -4.261  -6.223  -1.886  -0.62
H  1.033  3.182  -4.478  0.24
H  -0.477  -3.656  1.472  0.38
H  -3.296  3.803  4.522  0.37
C  1.994  3.783  -1.640  -0.07
H  5.768  0.435  -1.542  0.39
C  -0.867  -3.687  0.462  -0.49
C  5.061  -0.309  -1.886  -1.23
C  -1.836  3.324  -3.166  -1.00
H  -2.455  3.054  -2.309  0.25
C  -0.834  -2.844  -1.817  0.94
H  -2.609  -4.043  4.246  0.40
C  -0.388  -2.761  -0.471  -0.03
O  -0.415  0.916  -2.615  -0.50
H  -1.070  4.257  0.652  0.48
C  1.564  5.063  -1.327  -0.83
C  0.477  5.214  -0.488  0.10
H  -2.469  3.806  -3.917  0.40
H  1.665  -4.056  4.358  0.36
H  -2.562  2.175  2.785  0.28
C  4.488  -2.441  -2.800  -1.05
C  -1.817  -4.636  0.123  0.51
P  -0.462  0.135  2.759  0.62
H  6.517  -1.769  -2.438  0.39
H  2.832  3.656  -2.314  0.56
Co  0.920  -0.215  -2.006  0.08
C  3.159  1.221  -1.400  -0.43
H  -0.623  1.987  7.325  0.35
C  1.336  2.652  -1.134  -0.94
C  -0.473  -4.188  4.356  -0.42
H  -2.422  1.367  -5.858  0.37
S  0.731  -1.564  0.047  0.03
H  -2.579  -1.668  3.524  0.37
C  -0.226  4.121  -0.011  -0.70
C  -2.350  -4.645  -1.192  0.52
C  -2.148  0.812  -4.955  -1.19
H  -0.484  -5.233  4.643  0.35
H  -1.690  -0.130  -5.262  0.29
Se  1.551  0.885  2.640  -0.45
C  -0.441  -1.539  3.523  0.32
H  4.768  -3.409  -3.192  0.38
C  -1.654  -2.193  3.726  -0.65
C  -1.058  2.023  6.334  -0.56
C  0.752  -2.205  3.763  -0.11
C  -2.145  2.146  3.784  -0.25
C  5.466  -1.513  -2.379  -0.07
S  -0.139  -1.913  -3.082  -0.40
Si  -0.953  1.779  -3.828  0.24
H  -0.369  1.988  -0.040  0.59
C  -2.560  3.043  4.759  -0.64
C  -1.839  -3.771  -2.135  -1.00
C  -1.189  1.185  4.082  0.36
C  -2.233  -5.604  1.078  -0.22
N  2.729  -0.927  -2.219  0.31
C  -0.639  1.132  5.361  -0.57
H  3.809  2.022  -1.063  0.48
C  0.187  2.853  -0.366  0.31
H  2.390  -2.808  -2.975  0.37
N  1.832  1.374  -1.366  1.06